No. 1
112
Properties=species:S:1:pos:R:3 method="wB97M-V/def2-TZVPD" orbital_gap_ev=5.57 max_force_ev_per_a=5.83 de_lowest_ev=3.025 charge=-1 e_homo_ev=-4.690 mol_weight_g_mol=705.7 e_lumo_ev=0.88
O -4.9393 0.0647 0.8861
H 1.4334 0.7881 -0.9465
H -0.3480 2.1140 -2.6847
O -0.6559 -5.1963 -0.6929
O -3.5181 -3.1622 -2.5850
Li -1.2245 0.7855 3.3365
H -3.5700 2.2955 -3.6005
H -0.8058 -0.4081 -4.8367
C -1.5143 0.3447 0.5911
O -2.0751 1.0983 1.3367
O -2.6198 3.8078 0.3405
C 5.4104 -5.7987 1.5154
H 5.5253 -6.1940 -0.5446
H -4.2166 6.9037 -3.2356
H -5.3624 -2.1637 -2.6426
O -0.5794 3.9814 -3.6395
H -2.6731 -1.2598 4.5878
H -1.5452 3.5549 4.2742
O -2.3648 5.9219 -2.8247
C -0.1750 4.8911 -2.6234
H 6.0505 -6.6529 1.7364
H 0.6084 -2.5303 0.4763
H 1.9721 -4.2256 -0.1165
C -0.4502 -1.6413 -1.1426
H 1.0997 -0.3350 6.4689
O 2.9371 0.9057 0.4703
C 3.5582 1.8307 1.3950
H -0.7960 -5.4340 0.2236
H -1.9050 -3.6387 -5.1087
H 5.8848 -4.4466 3.7983
H -2.8632 7.5018 -4.1932
H 7.0409 2.8345 0.1063
H -6.1445 -0.4537 -0.7916
H 4.1780 -7.0709 0.0913
H -0.2156 -4.3472 -0.6560
O -1.6606 2.8040 3.6918
H -2.7977 1.0182 -3.8534
C -4.0028 -0.0183 4.2537
O -1.4589 -3.6577 -4.2620
C -1.3421 -0.5536 -1.6690
C -0.9176 6.2229 -2.7719
O -1.8450 -0.5397 -2.8758
C 0.0327 2.6683 -3.5425
O 3.8813 -5.0389 -0.2401
O 5.7148 1.2493 0.2502
H -0.0201 1.2714 5.8595
H -4.2450 0.1498 5.3031
H -3.2331 3.5803 -1.4236
C -0.6422 -0.8325 1.1670
H 5.5856 2.0813 2.2074
H 1.1183 2.7664 -3.5353
H -3.1376 7.8718 -2.4581
H -0.6009 6.7339 -3.6811
O -3.3189 3.5269 -2.3755
H -0.1825 -2.4505 3.0413
H 0.8781 5.0494 -2.8558
C 5.0765 1.3981 1.5277
H 2.9224 -4.3022 1.4106
H 1.0153 1.7086 0.3693
H -5.2735 -3.8004 -3.3548
H -4.5775 -2.3813 -4.1814
H -0.1344 2.0391 -4.4167
H 5.0929 0.4682 2.0962
H -2.5236 2.9353 3.2991
H 4.5602 -5.8003 2.1975
C 1.8869 1.4917 -0.2483
H 3.6362 2.8926 1.1617
H -3.1474 3.7447 1.1366
H -0.3823 4.3785 -1.6841
C -5.1446 -0.1075 -0.5301
C 2.6440 -4.8265 0.4964
H 2.1364 -5.7839 0.6145
H -2.1392 -3.4330 -3.6272
O 2.4196 -1.2382 2.0143
O 0.0329 0.6794 5.1057
H -4.1858 0.8267 3.5900
H 2.8980 1.8754 2.2612
H -1.0570 -3.2441 3.9886
O -3.4118 1.6257 -4.2658
C 0.5942 -0.5300 5.5231
C 6.1466 2.4580 -0.3903
H -0.1818 -1.2798 5.6776
H 6.2320 2.1421 -1.4301
H -4.0249 0.3457 0.9659
C 4.6940 -6.1130 0.1558
H 7.5012 -4.6678 3.3411
H -2.4192 1.1968 -1.2084
H 6.7403 -3.1320 2.9533
O -0.0673 -0.7838 -5.3159
C 6.5768 -4.2090 2.9903
H -3.0037 -2.3574 -2.4888
H -0.7023 6.8347 -1.8959
H 5.3120 3.1394 -0.2252
C -4.7461 -2.8568 -3.2151
O 6.0931 -4.5587 1.6540
O -2.6942 -0.5036 3.9967
H 2.1982 2.3921 -0.7779
H 0.0936 -0.1677 -6.0305
H -4.9355 0.7713 -1.1402
C -1.7831 0.4148 -0.8209
H -3.0679 4.3961 -2.6882
H -4.4402 -0.8515 -0.9021
H 1.4651 -1.2522 2.0860
H 2.6025 -0.5443 1.3809
O -0.3189 -0.7745 2.3734
H -2.1357 2.9826 0.3073
O -0.2748 -3.3151 3.4415
C -0.0899 -1.7615 0.1800
O 0.1077 -2.5447 -1.8835
H 1.1675 -0.9653 4.7046
C -3.1435 7.0942 -3.2219
H -4.7831 -0.7133 3.9437


No. 2
109
Properties=species:S:1:pos:R:3 method="wB97M-V/def2-TZVPD" s_squared=0.7579 orbital_gap_ev="6.59 / 2.16" spin_multiplicity=2 max_force_ev_per_a=3.69 charge=+1 e_homo_ev="-10.002 / -10.002" mol_weight_g_mol=804.3 e_lumo_ev="-3.41 / -7.84"
H 3.0712 3.0180 -0.8346
H -1.3770 3.3153 2.2266
H -0.6831 -5.7122 -0.8382
H -1.6344 -5.3350 -2.3583
S -0.0178 -1.4482 0.6175
H -4.3553 0.7588 2.5406
C -0.8842 3.9604 -4.6471
C 0.9063 -6.2644 -3.5381
H 0.3465 4.3754 -6.6942
H 2.0090 3.7833 -6.3913
H 1.3674 5.3946 -5.7698
N 0.5610 3.6971 -4.7993
H -4.9438 -2.0016 1.7780
H 0.7221 5.1936 -1.3851
H -3.8154 -3.0876 2.5279
H -6.4083 2.5064 -1.8943
S -0.9631 0.0963 7.3879
H -1.0317 2.2592 -2.5957
C -4.2400 0.7822 -1.2581
C 1.1448 -0.4349 1.5870
C 1.4372 4.9833 -2.1804
C -0.7780 1.9369 7.5922
H 4.6643 -0.5692 4.7578
O 2.8092 2.2893 -4.3756
H 2.0062 -1.8926 -0.8407
H -1.5454 3.2956 -5.2029
H 0.1480 2.4891 7.4316
H -1.5571 1.7043 1.6462
H 1.2481 -0.3266 -1.0193
N 0.6027 1.2696 -3.5543
H -1.0871 3.9401 -3.5763
O 0.4578 -3.4981 -3.6220
H 0.0254 -6.5836 -4.0950
S 3.2386 -2.5756 4.5073
C 1.0107 0.0803 -4.3616
H 1.0604 -0.2465 6.2081
C 5.3427 -2.0945 0.7554
H -3.5197 -3.5304 -1.9112
H 4.5500 -2.5632 1.3385
S 4.6654 -0.8044 -0.3341
H 4.3761 -0.8674 3.0391
H 5.9077 -2.8708 0.2393
C -0.8254 -5.0446 -1.6881
C 6.2462 -0.2848 -1.1480
O -2.9318 3.4941 4.5266
C 1.1693 4.3436 -5.9801
H 3.0874 -0.1804 3.9463
H 1.4182 3.2664 -0.2594
O -3.1158 -4.9168 0.5464
C -4.0156 -2.5458 1.6035
H 0.3423 -0.7686 -4.2178
H 0.0446 0.8184 5.1855
H 5.0463 -4.4314 4.9219
H 1.7341 -6.2794 -4.2471
P 1.5352 2.7081 -3.7708
H -3.0888 -1.9803 1.5068
H 1.9800 -0.2921 -4.0300
H 1.0971 0.4023 -5.3994
H -1.1627 -4.0918 -1.2800
H -7.7684 1.8347 -0.9903
H 5.9824 -1.5657 1.4620
S -2.8595 2.2177 3.6106
H 6.1578 0.6119 -1.7613
S -4.2634 -3.8980 0.3434
H -3.4088 0.3669 -0.6883
C 2.0200 2.8436 -1.0639
C -2.1318 2.5719 1.9705
H -4.5448 -2.1950 -1.3551
H -2.8714 2.8721 1.2282
H -0.2651 -0.8752 5.2254
H 2.0238 -1.0302 1.8345
H -4.5539 0.3031 -2.1855
S -5.6028 1.0134 -0.1113
C -6.7956 1.6027 -1.4238
H 0.3535 -1.6984 -1.7301
C -0.8283 1.3629 -3.1817
C 1.0421 -1.3941 -0.9418
H 5.0727 -3.7201 3.2789
H -4.9078 0.8507 4.0858
C 3.9176 -0.8820 4.0279
H -6.8543 0.8549 -2.2146
O -6.0205 -0.4165 0.2428
H 1.1403 -6.9955 -2.7642
O -0.1028 -0.2495 8.6069
H 5.6057 -2.8785 4.8007
C 0.0498 -0.0424 5.8541
H 2.4176 5.4515 -2.0923
O -1.2507 -0.5665 0.4184
C 4.8689 -3.5316 4.3329
H 7.0117 -0.1051 -0.3932
H -1.1697 2.1433 8.5882
O 2.2495 -2.8480 3.4160
H 1.3827 0.3958 0.9225
C -3.7411 -2.8737 -1.0698
H -1.4476 1.3857 -4.0784
H 1.7401 1.8005 -1.2113
H -2.8214 -2.3280 -0.8587
H -5.2141 2.3057 3.1075
H -3.6267 1.6584 -1.4683
H 0.6101 -0.0542 2.4571
H 6.5263 -1.1537 -1.7435
N 1.5400 3.5201 -2.2782
H -1.1319 0.4692 -2.6365
H 1.0464 5.4805 -3.0682
H -1.0796 4.9868 -4.9576
O 4.2341 0.3715 0.5758
C -4.5008 1.5088 3.3181
S 0.7380 -4.6405 -2.6435
H -1.3668 2.5185 6.8828


No. 3
99
Properties=species:S:1:pos:R:3 method="wB97M-V/def2-TZVPD" smiles=CCO.CCO.CCO.CCO.CCO.CCO.CCO.CCO.CCO.CCO.CCO orbital_gap_ev=9.65 max_force_ev_per_a=2.20 de_lowest_ev=2.667 e_homo_ev=-9.508 mol_weight_g_mol=506.8 e_lumo_ev=0.14
C -4.9590 -0.9048 2.9408
H 1.2946 3.1943 1.2699
H 1.2646 -6.3480 -0.3286
H 0.9773 -0.7249 3.1617
H -5.1251 -2.4314 4.4299
H 2.0064 -1.1668 -5.4805
H 0.1663 -0.7162 -3.9068
H 1.3270 1.7739 2.3177
H 4.6206 -0.4300 -0.8193
H -4.4750 0.8535 3.6204
H 4.4621 1.7006 2.1451
H 1.9894 1.9860 -0.7107
H -2.1938 5.6302 -1.5239
C 1.2982 -1.7008 3.5258
C 1.8547 -4.2550 -0.4122
C 0.9395 -1.4313 -3.6261
O 1.2908 -2.9509 -0.3100
C -2.3481 0.6937 -4.2614
H -1.6835 -2.8446 -2.6370
H 2.5742 -4.3074 0.4049
H 2.8156 5.4978 -0.9967
H -6.0439 -0.8002 2.9419
H 5.4812 -1.2696 0.4083
O 4.8466 1.2357 1.3984
C -4.5163 -1.5459 4.2470
C -2.2891 1.6387 -3.1148
H 3.8194 3.8821 2.3699
H -3.5907 -3.1185 0.6560
H -1.1103 3.1389 -2.8573
H -2.5451 -0.3358 -3.9624
H -0.6928 -2.0600 1.8529
H -4.2604 -2.6900 -1.6135
C 4.4871 -0.9019 0.1542
H -0.4177 4.3482 0.6467
O 2.3595 4.6577 -1.0851
H -0.8060 -2.2968 4.0672
H -3.2810 1.8555 -2.7184
C 2.5538 2.2855 -1.5938
O 3.4946 3.1636 2.9174
O -2.5475 -3.2445 -2.5140
H -1.4967 1.2845 1.1339
H 2.2316 -2.7148 -4.8126
H 0.6148 -2.4817 -2.0408
H 1.9935 3.2038 4.2734
C 3.9712 0.0943 1.2202
H 4.0290 3.5444 -0.6155
C -3.1928 -2.7201 -1.3959
C 1.2039 2.8568 2.3024
H 2.0069 4.6436 3.2351
H -0.6592 6.3236 -1.0516
H 2.4961 -4.1832 -1.2906
H 0.3329 -3.5961 3.9535
H 0.3878 -0.3576 0.8326
C 1.4612 -1.9595 -4.9681
H 0.1667 -5.2340 -1.3294
H 0.1620 -5.2546 0.4030
C -0.9978 4.3224 -0.2758
H 1.7743 -0.9393 -3.1268
H -4.6700 -0.9161 5.1233
C 2.1803 3.5678 3.2630
C 0.0803 -2.6262 3.5250
H 3.1772 1.4267 -1.8427
H -1.3864 0.6923 -4.7746
O -2.0126 -0.6025 1.5821
H -2.1103 -3.8389 0.1156
H -1.7475 1.0837 -2.3488
H 3.7484 -0.3727 2.1795
H 1.6573 -1.6220 4.5519
H -2.4457 0.4167 -0.0671
C -3.1335 -3.6254 -0.1937
H -0.3872 -1.0791 -0.5457
O -0.2155 3.7315 -1.2495
H -3.0237 1.0270 -5.0492
H 1.7954 2.2694 -2.3765
C -1.4531 5.6521 -0.7245
C 3.2635 3.6325 -1.3864
H 3.8486 -1.7799 0.0568
H 0.1905 3.0356 2.6619
O -4.2579 0.3170 2.8545
C -1.5938 0.3347 0.6080
C -0.2803 -0.1410 -0.0009
H -1.9717 6.1278 0.1079
H 0.7608 -2.9252 0.4900
H -4.7781 -1.5371 2.0714
H -1.8912 3.7563 -0.0123
H 3.7446 3.8462 -2.3409
H -2.7972 -1.7079 -1.3110
H -3.4624 -1.8084 4.1549
O -0.1454 -2.7980 2.1310
H -3.5345 -4.6322 -0.3110
H -2.8283 -0.3549 2.0237
C 0.8150 -5.3641 -0.4628
H 0.6483 -2.4125 -5.5356
O 0.3826 -2.5613 -2.9689
H 0.6576 4.1283 -1.2073
H 2.1867 -2.0201 2.9810
H 0.2210 0.6070 -0.6151
O -1.7002 2.8403 -3.5534
H 2.9450 0.3395 0.9463


No. 4
99
Properties=species:S:1:pos:R:3 method="wB97M-V/def2-TZVPD" smiles=CCO.CCO.CCO.CCO.CCO.CCO.CCO.CCO.CCO.CCO.CCO orbital_gap_ev=9.94 max_force_ev_per_a=3.12 de_lowest_ev=5.383 e_homo_ev=-9.598 mol_weight_g_mol=506.8 e_lumo_ev=0.34
H -8.7764 34.5597 24.6302
H -17.8339 32.4475 17.6057
H -12.4312 33.3438 21.2736
C -11.4169 37.6289 12.9214
C -12.2541 27.5256 15.9229
C -10.1895 25.3526 19.9254
H -13.5710 37.4195 17.3861
O -12.4754 36.7576 13.2837
H -11.2532 37.4429 11.8599
O -9.3327 32.2392 22.2818
H -10.3208 33.9632 22.5072
O -6.4778 34.5937 20.5155
H -9.9578 36.2455 13.7599
H -9.1834 25.4432 21.7812
H -5.4223 31.5975 22.1283
O -7.0542 30.8004 23.1722
O -13.4198 35.7003 15.6824
C -9.7809 32.9728 18.3766
C -16.1320 32.0213 18.3227
O -12.4877 26.7206 14.7228
H -4.0267 29.9548 22.4864
C -10.1233 37.3146 13.6273
H -7.7836 33.3053 23.9129
H -6.9248 39.0015 20.2343
H -7.7298 31.3133 22.7228
C -12.5185 37.1376 17.3574
C -5.4052 34.8694 19.5758
C -12.5129 35.7151 16.7937
C -5.9559 30.6576 22.2692
O -9.0366 33.0294 19.5955
H -13.3375 33.4984 19.7501
H -10.1776 37.8139 14.5947
H -12.9124 36.0751 14.9588
H -11.6782 26.7995 19.5225
H -12.4840 35.8213 21.7206
H -11.7461 25.2046 18.5089
O -14.4162 34.1227 21.3484
H -11.5440 35.2305 16.6733
H -9.5455 25.8808 19.2224
H -11.5743 27.0495 16.6295
H -5.3823 38.1114 18.1795
C -10.8083 31.8179 18.5621
H -13.4874 28.3122 17.5099
H -15.6007 32.7134 18.9760
H -11.6473 38.6920 12.9912
O -16.9415 32.6633 17.3251
H -13.0990 35.1995 17.5545
C -4.8273 33.5192 19.0459
H -13.1586 27.1093 14.1568
C -13.1464 33.9538 20.7218
O -9.9400 25.8023 21.3121
C -15.0853 31.2053 17.5342
H -10.4626 32.9334 24.0368
C -9.8501 33.2634 23.1977
C -12.5248 35.3981 20.7170
H -14.4944 30.6031 18.2244
H -12.0231 37.3458 18.3058
H -5.7888 35.4498 18.7367
H -12.3725 25.2661 20.0948
H -9.3397 37.7544 13.0103
H -14.3582 31.9220 17.1523
H -10.0465 24.2725 19.8930
H -4.6175 33.6582 17.9853
H -4.6554 35.4751 20.0848
H -8.1573 37.7485 17.7897
H -15.0308 33.3890 21.4225
H -14.0013 26.7612 16.8146
H -4.7893 29.9942 24.0261
H -11.5290 31.9216 19.3732
C -4.9866 29.7857 22.9746
H -11.2205 31.5694 17.5841
H -12.8465 36.5849 12.4154
C -13.5740 27.7379 16.5875
H -7.5634 36.8280 19.1499
O -5.5553 38.3276 19.0987
C -7.9353 37.8092 18.8551
H -7.1168 39.7035 18.6217
H -14.2716 28.3386 16.0038
H -16.7971 31.4178 18.9405
H -10.3119 30.8602 18.7181
H -11.4741 35.4021 20.4270
H -5.4974 32.6599 19.0728
H -3.8315 33.3452 19.4536
H -5.2138 28.7251 22.8668
C -11.6057 25.7136 19.4625
H -6.1611 34.8024 21.3974
H -12.0669 37.8255 16.6426
H -9.2039 32.7532 17.4783
H -9.0814 32.7302 21.4960
H -15.3423 30.6180 16.6526
C -6.8503 38.7976 19.1662
H -10.2930 33.8854 18.0715
H -11.7688 28.4889 15.7659
C -8.5889 34.0106 23.7075
H -6.1849 30.1285 21.3442
H -8.7913 38.0714 19.4768
H -13.1114 36.0800 20.1013
H -8.1700 34.6495 22.9301
H -8.2156 33.5041 19.4464